ORCA calculation (wB97M-V/def2-TZVPD) on a 5-piece molecular cluster, C28H51Cl2N2O12P2 overall at a distorted geometry.

Properties
Charge ... -1
HOMO-LUMO gap ... 5.677 eV
E_tot ... -3712.7566 hartree
LUMO energy ... 1.797 eV
Largest force on an atom ... 4.8 eV Å⁻¹

```
97
Properties=species:S:1:pos:R:3:forces:R:3
O -5.67403 0.23691 -4.56951 0.27 1.16 0.54
N -4.97838 0.97353 -3.91800 -0.37 -1.48 -1.59
O -3.67609 0.87375 -4.32085 -1.44 -0.19 0.20
P -2.63155 1.20878 -2.93050 3.27 1.99 0.10
C -1.52816 1.70065 -1.44366 1.21 1.53 1.18
C -2.17343 2.87680 -0.52039 0.35 -0.23 -0.78
C -2.30437 4.27565 -1.29117 -1.75 0.09 1.30
Cl -0.70781 4.96163 -1.90450 -0.90 -0.46 0.37
C -1.24021 0.24547 -3.82693 0.98 0.11 -1.64
C -0.37523 -0.78729 -3.02281 2.10 -1.05 -0.19
C 1.14844 -0.70833 -3.59143 -0.36 -1.30 -3.07
O 1.36768 -1.11928 -4.78052 -0.26 1.53 4.09
N 2.27768 -0.14534 -2.83554 -0.34 -2.82 0.71
C 2.37837 -0.72544 -1.46405 -0.66 -0.22 3.97
C 2.97813 -2.11226 -1.12517 -1.72 2.47 2.96
C 2.94022 -2.55538 0.38589 -1.39 2.84 -0.61
C 2.32130 -1.65927 1.50863 -0.10 1.28 -3.19
C 1.73335 -0.25592 1.17519 1.60 -2.64 -3.66
C 1.77690 0.17449 -0.32149 1.06 -2.54 1.44
P -3.50466 -0.57733 -1.95274 -1.78 -1.44 1.40
O -2.53931 -1.27091 -0.73241 0.34 0.28 -0.23
Cl -3.53909 -2.09803 -3.48685 0.33 0.22 0.84
H -3.69170 1.97028 -2.32276 -0.45 -0.48 0.08
H -2.17088 2.40343 -3.59125 -0.19 0.18 -0.09
H -0.58019 2.18616 -1.90773 -1.33 -0.95 0.70
H -1.17360 0.88534 -0.75178 -0.42 0.70 -0.70
H -3.23226 2.57578 -0.19194 1.41 0.53 -0.49
H -1.54657 3.04124 0.42935 -0.83 -0.19 -1.37
H -2.70411 5.03766 -0.52146 0.82 -1.05 -1.31
H -3.08454 4.26281 -2.13761 1.66 -0.22 1.06
H -1.68950 -0.27898 -4.75626 0.74 0.72 1.63
H -0.53574 1.05256 -4.27673 -1.12 -1.08 0.82
H -0.28124 -0.70549 -1.89813 -0.62 0.22 -1.34
H -0.70217 -1.87056 -3.26690 0.55 1.77 0.48
H 3.14196 -0.47573 -3.31587 -0.99 0.61 -0.01
H 3.40801 -2.78807 -1.94390 -0.74 1.13 1.42
H 3.34094 -3.59055 0.68670 -0.67 1.87 -0.60
H 2.26949 -1.99914 2.59667 0.32 0.35 -1.83
H 1.24856 0.43218 1.95621 0.95 -1.31 -1.33
H 1.33735 1.20670 -0.56138 0.79 -1.84 0.03
H -2.82278 -1.04538 0.17708 -0.21 -0.13 -1.09
O -2.81977 6.92859 1.03498 0.72 0.09 0.61
C -1.72078 7.31403 1.36009 -0.61 0.14 -0.48
O -1.21468 6.98230 2.56509 -0.12 -0.49 0.24
C 0.14890 7.20077 2.95374 0.03 0.19 -0.01
C 0.33500 8.59153 3.52560 -0.09 0.21 -0.04
C -0.93970 8.24810 0.47990 0.41 -0.21 -0.54
H 0.83212 6.99156 2.12747 -0.11 0.07 -0.02
H 0.36684 6.46220 3.72830 -0.24 -0.04 -0.13
H 0.11462 9.36312 2.78453 0.11 -0.07 0.00
H 1.36099 8.72994 3.87419 -0.05 -0.02 -0.01
H -0.34717 8.75359 4.36420 0.09 -0.10 -0.03
H -1.23908 9.27637 0.68981 0.03 -0.05 0.04
H -1.16990 8.01340 -0.56181 -0.17 0.06 0.20
H 0.13907 8.14727 0.58184 -0.02 0.16 0.14
O 3.14633 -1.24696 4.83173 0.25 -0.75 0.28
C 3.52408 -2.13392 5.56257 -0.40 0.39 -0.19
O 3.76038 -3.36248 5.06613 0.22 0.15 -0.45
C 4.41022 -4.41608 5.79344 -0.16 -0.19 0.19
C 3.40989 -5.20188 6.61507 -0.28 0.06 0.11
C 3.64012 -1.91637 7.04515 0.60 0.29 0.33
H 5.23722 -4.02900 6.39392 -0.10 0.10 0.00
H 4.85537 -5.07469 5.04465 -0.14 0.24 -0.12
H 2.93016 -4.57495 7.37077 0.14 -0.02 0.04
H 3.89811 -6.03889 7.11951 -0.01 0.04 -0.05
H 2.61478 -5.59147 5.97472 0.21 -0.03 -0.04
H 2.67112 -2.09707 7.51275 0.07 -0.03 -0.03
H 3.93349 -0.87855 7.21868 -0.27 -0.08 -0.11
H 4.40187 -2.53131 7.52052 -0.18 -0.17 0.04
O 1.63278 -7.19743 4.35506 -0.65 0.45 0.07
C 0.44899 -6.94846 4.39618 0.41 -0.26 0.15
O 0.03248 -5.67605 4.53642 0.40 0.19 -0.21
C -1.32970 -5.24925 4.37747 -0.23 0.02 0.15
C -2.09846 -5.39048 5.67538 0.02 -0.17 0.17
C -0.57310 -8.05007 4.39355 -0.25 -0.29 -0.62
H -1.81055 -5.76900 3.54579 0.08 -0.06 0.09
H -1.28751 -4.19443 4.09829 0.26 -0.15 -0.02
H -2.15412 -6.43275 5.99800 -0.08 0.04 -0.08
H -3.11551 -5.00862 5.56322 0.07 -0.01 -0.01
H -1.60044 -4.83725 6.47583 -0.05 0.05 -0.13
H -0.72691 -8.40139 5.41501 -0.01 0.05 -0.05
H -0.19045 -8.87297 3.78569 0.11 0.09 0.26
H -1.52569 -7.76359 3.95237 -0.06 0.06 0.22
O -1.30999 3.46213 -7.58855 0.29 -0.72 -0.04
C -1.10349 2.30164 -7.86444 0.10 0.54 0.13
O -0.29512 1.55553 -7.09096 -0.17 0.29 0.26
C -0.15928 0.12852 -7.20559 0.15 -0.22 -0.03
C 0.88923 -0.23358 -8.23748 0.02 0.15 -0.24
C -1.65918 1.69764 -9.12389 -0.70 -0.30 -0.09
H -1.12431 -0.34519 -7.40246 0.01 0.13 -0.08
H 0.16479 -0.22852 -6.22568 -0.11 0.28 -0.20
H 0.61002 0.11635 -9.23488 -0.04 -0.10 0.00
H 1.03079 -1.31586 -8.27783 0.00 0.06 0.06
H 1.84435 0.23814 -7.99218 -0.08 -0.10 0.11
H -0.97701 1.89861 -9.95148 -0.01 -0.04 0.06
H -2.62391 2.16545 -9.33319 0.26 0.14 -0.01
H -1.84907 0.62861 -9.05074 0.22 -0.02 -0.07
```
Positions in Å, forces in eV/Å.